Run i
DFT (the ωB97M-V functional and the def2-TZVPD basis) results for an isolated molecule of C3H9NS.

Output
highest occupied orbital energy = -8.627 eV

The geometry in XYZ format:
```
14
Properties=species:S:1:pos:R:3:lowdin_charge:R:1
S -1.477 -0.060 0.531 0.697
N 0.617 1.250 -1.233 -0.016
C 0.738 -1.615 -0.227 -0.149
C 1.053 0.858 0.118 -0.326
C 0.293 -0.390 0.596 -0.750
H 0.736 2.243 -1.414 0.077
H 2.099 0.543 0.151 0.102
H 1.804 -1.790 -0.111 0.061
H 0.241 -2.548 0.150 0.082
H 0.998 1.639 0.853 0.101
H -1.401 0.392 -0.784 -0.107
H 0.621 -1.554 -1.339 0.082
H 1.145 0.765 -1.919 0.054
H 0.560 -0.595 1.635 0.094
```

***

Run ii
DFT (the ωB97M-V functional and the def2-TZVPD basis) results for an isolated molecule of C3H9NS.

Output
highest occupied orbital energy = -8.806 eV

The geometry in XYZ format:
```
14
Properties=species:S:1:pos:R:3:lowdin_charge:R:1
S 0.870 1.311 1.205 0.666
N -0.945 -0.910 -2.400 -0.008
C -0.195 -1.035 -0.042 -0.289
C 0.138 -0.398 1.320 -0.527
C -0.721 -0.159 -1.179 -0.332
H 1.888 0.859 0.451 -0.140
H -0.767 -0.243 1.901 0.060
H 0.003 0.641 -1.340 0.072
H 0.883 -1.038 1.778 0.059
H 0.737 -1.494 -0.396 0.106
H -1.869 -0.793 -2.766 0.055
H -0.902 -1.854 0.128 0.108
H -1.636 0.328 -0.828 0.114
H -0.717 -1.886 -2.315 0.056
```

***

The relative energies come out as run i 0.0000; run ii 0.0056, with values in hartree.

***

Run i
DFT (the ωB97M-V functional and the def2-TZVPD basis) results for an isolated molecule of C3H9NS.

Output
highest occupied orbital energy = -8.948 eV

The geometry in XYZ format:
```
14
Properties=species:S:1:pos:R:3:lowdin_charge:R:1
S -1.834 -0.620 -0.045 0.530
N 1.349 -0.213 -0.443 -0.139
C -1.009 1.066 -0.003 -0.558
C 0.536 1.027 0.112 -0.263
C 2.527 -0.449 0.051 -0.370
H 0.932 -1.045 0.415 0.168
H 2.627 -0.720 1.122 0.072
H 3.424 0.276 0.143 0.105
H -1.022 -1.396 1.161 -0.016
H -1.415 1.181 -1.052 0.035
H -1.746 1.646 0.884 0.140
H 2.968 -1.300 -0.483 0.088
H 0.864 1.074 1.177 0.107
H 0.941 1.840 -0.501 0.101
```

***

Run ii
DFT (the ωB97M-V functional and the def2-TZVPD basis) results for a cluster of 2 separate species, C3H9NS in total.

Output
highest occupied orbital energy = -8.122 eV

The geometry in XYZ format:
```
14
Properties=species:S:1:pos:R:3:lowdin_charge:R:1
S -1.128 0.582 1.614 0.695
N 0.001 -0.837 -2.541 0.021
C 0.166 0.268 -3.211 -0.121
C -0.664 -0.730 2.695 -0.491
C 0.382 0.766 0.645 -0.467
H -0.975 -0.404 3.751 0.052
H 0.653 -0.007 -0.075 -0.001
H 1.112 0.655 -3.617 0.058
H 0.291 1.766 0.074 0.054
H 0.277 -1.198 2.287 0.057
H -1.432 -1.546 2.709 0.026
H 0.882 -1.154 -2.206 0.008
H -0.676 0.842 -3.636 0.058
H 1.111 0.997 1.512 0.053
```

***

The relative energies come out as run i 0.1026; run ii 0.0000, with values in hartree.

***

Run i
DFT (the ωB97M-V functional and the def2-TZVPD basis) results for a structure of composition C3H9NS.

Output
highest occupied orbital energy = -8.713 eV

The geometry in XYZ format:
```
14
Properties=species:S:1:pos:R:3:lowdin_charge:R:1
S -1.148 -0.967 -0.816 0.652
N -0.341 1.167 1.478 -0.172
C 0.558 -0.577 -0.223 -0.715
C 0.756 0.283 1.236 -0.465
C 1.156 0.637 -1.000 -0.277
H 0.978 -0.412 2.214 0.117
H -1.136 0.416 2.235 0.210
H 0.190 2.323 1.810 0.202
H 1.341 -1.528 -0.183 0.138
H 0.913 1.740 -0.617 0.087
H 0.692 0.622 -2.201 0.122
H 1.731 1.096 1.098 0.131
H -1.096 0.413 -0.836 -0.115
H 2.316 0.570 -0.896 0.086
```

***

Run ii
DFT (the ωB97M-V functional and the def2-TZVPD basis) results for a cluster of 2 separate species, C3H9NS in total.

Output
highest occupied orbital energy = -6.518 eV

The geometry in XYZ format:
```
14
Properties=species:S:1:pos:R:3:lowdin_charge:R:1
S 0.858 0.280 -0.385 0.247
N -2.262 -0.989 -1.386 0.100
C -3.591 -0.832 -1.093 0.135
C 1.585 -0.024 1.275 -0.741
C 2.450 1.242 1.704 -0.200
H -1.649 -0.147 -1.409 0.033
H 0.852 -0.145 2.085 0.035
H -4.088 -1.690 -0.762 0.069
H 2.981 1.732 0.921 0.039
H -4.043 0.101 -1.341 0.085
H 2.201 -0.952 1.177 0.033
H -1.735 -1.630 -0.787 0.095
H 3.173 1.032 2.426 0.027
H 1.748 1.827 2.242 0.041
```

***

The relative energies come out as run i 0.0723; run ii 0.0000, with values in hartree.

***

Run i
DFT (the ωB97M-V functional and the def2-TZVPD basis) results for a cluster of 2 separate species, C3H9NS in total.

Output
highest occupied orbital energy = -9.061 eV

The geometry in XYZ format:
```
14
Properties=species:S:1:pos:R:3:lowdin_charge:R:1
S -1.966 -0.108 1.346 0.592
N 1.974 -0.290 -0.066 0.003
C -2.166 -1.187 -0.115 -0.504
C 2.730 1.063 -1.978 -0.012
C 2.169 0.927 -0.762 -0.313
H -3.053 -0.628 1.980 -0.150
H 3.075 2.081 -2.123 0.043
H 2.435 0.346 -2.743 0.057
H -1.832 -0.613 -0.979 0.015
H -1.599 -2.119 -0.146 0.029
H 1.957 1.869 -0.233 0.095
H 0.972 -0.523 -0.118 0.054
H -3.227 -1.353 -0.267 0.020
H 2.005 -0.217 0.947 0.070
```

***

Run ii
DFT (the ωB97M-V functional and the def2-TZVPD basis) results for a cluster of 4 separate species, C3H9NS in total.

Output
highest occupied orbital energy = -8.900 eV

The geometry in XYZ format:
```
14
Properties=species:S:1:pos:R:3:lowdin_charge:R:1
S 1.042 1.672 -0.136 0.696
N -1.201 -0.618 0.393 -0.240
C 0.596 0.300 -1.070 -0.717
C 0.155 -0.920 -0.283 -0.392
C -1.664 -1.803 1.006 -0.264
H -1.655 -1.145 2.753 0.137
H 1.796 1.028 0.868 -0.082
H 0.219 -1.720 -1.288 0.173
H 0.668 -1.377 0.472 0.023
H -0.594 0.033 1.164 0.128
H 1.246 0.268 -2.191 0.153
H -0.618 -3.322 0.793 0.172
H -0.397 0.525 -1.507 0.063
H -3.454 -2.169 0.439 0.151
```

***

Run iii
DFT (the ωB97M-V functional and the def2-TZVPD basis) results for a cluster of 2 separate species, C3H9NS in total.

Output
highest occupied orbital energy = -8.480 eV

The geometry in XYZ format:
```
14
Properties=species:S:1:pos:R:3:lowdin_charge:R:1
S 0.491 2.234 -3.014 0.710
N -0.388 -5.962 4.336 0.001
C 1.609 3.198 -1.964 -0.464
C -1.099 2.759 -2.207 -0.387
C -0.774 -5.110 3.501 -0.167
H 0.552 -6.298 4.475 0.050
H 1.575 4.286 -1.916 0.039
H -1.122 -4.132 3.876 0.059
H -1.705 3.238 -2.969 0.019
H 1.379 2.844 -0.958 0.022
H -1.512 1.779 -1.996 0.010
H -0.951 3.398 -1.349 0.031
H -0.675 -5.124 2.401 0.057
H 2.620 2.890 -2.217 0.021
```

***

The relative energies come out as run i 0.0000; run ii 0.3915; run iii 0.0329, with values in hartree.

***

Run i
DFT (the ωB97M-V functional and the def2-TZVPD basis) results for a cluster of 2 separate species, C3H12NS in total.

Output
charge = +1
highest occupied orbital energy = -13.289 eV

The geometry in XYZ format:
```
17
Properties=species:S:1:pos:R:3:lowdin_charge:R:1
S 0.648 0.969 1.089 0.713
N -1.570 0.387 -0.826 0.043
C 1.867 -0.436 0.826 -0.524
C -1.681 1.222 -2.202 0.017
C 1.369 -1.595 1.513 -0.217
H -0.978 -0.464 -1.000 0.144
H -2.107 2.252 -1.977 0.115
H -1.031 0.859 0.014 -0.015
H -2.451 0.710 -2.780 0.079
H 1.879 -0.555 -0.230 0.052
H 0.425 -1.473 2.028 0.058
H 0.783 1.404 2.449 -0.038
H 1.299 -2.392 0.754 0.091
H 1.881 -2.067 2.336 0.083
H -2.470 -0.010 -0.394 0.183
H 2.856 0.046 1.160 0.112
H -0.718 1.144 -2.760 0.103
```

***

Run ii
DFT (the ωB97M-V functional and the def2-TZVPD basis) results for a cluster of 2 separate species, C3H12NS in total.

Output
charge = +1
highest occupied orbital energy = -12.864 eV

The geometry in XYZ format:
```
17
Properties=species:S:1:pos:R:3:lowdin_charge:R:1
S 0.555 0.067 0.325 0.609
N -2.398 0.361 -0.894 0.119
C 2.121 0.194 1.542 -0.446
C 2.656 -1.196 1.603 -0.219
C -2.168 0.481 -2.450 0.036
H -3.092 0.066 -2.863 0.104
H 2.830 0.896 1.068 0.077
H 3.141 -1.691 0.686 0.112
H 1.993 -2.018 1.919 0.075
H -0.166 0.566 1.335 -0.163
H 3.406 -1.097 2.369 0.068
H -1.708 0.962 -0.414 0.070
H -2.064 1.554 -2.583 0.103
H -3.325 0.778 -0.776 0.163
H -1.303 -0.045 -2.764 0.081
H 1.706 0.695 2.423 0.072
H -2.184 -0.573 -0.526 0.141
```

***

The relative energies come out as run i 0.0137; run ii 0.0000, with values in hartree.

***

Run i
DFT (the ωB97M-V functional and the def2-TZVPD basis) results for an isolated molecule of C3H8O2.

Output
highest occupied orbital energy = -10.227 eV

The geometry in XYZ format:
```
13
Properties=species:S:1:pos:R:3:lowdin_charge:R:1
O -0.763 -0.603 -2.389 -0.138
O 0.554 0.071 2.446 -0.087
C -0.904 -0.075 -1.018 -0.241
C 0.351 0.492 1.031 -0.231
C 0.234 -0.568 -0.030 -0.165
H -1.912 -0.280 -0.560 0.132
H -0.810 1.043 -1.225 0.122
H 0.117 -0.103 -2.627 0.128
H -0.458 1.073 1.034 0.067
H -0.208 -1.394 0.509 0.107
H 1.082 -0.898 -0.620 0.110
H 1.446 0.324 2.758 0.083
H 1.272 0.919 0.688 0.113
```

***

Run ii
DFT (the ωB97M-V functional and the def2-TZVPD basis) results for a structure of composition C3H8O2.

Output
highest occupied orbital energy = -6.997 eV

The geometry in XYZ format:
```
13
Properties=species:S:1:pos:R:3:lowdin_charge:R:1
O 0.236 -1.253 -1.573 -0.058
O 1.585 0.105 0.137 0.110
C -0.260 0.932 1.385 -0.073
C 0.296 0.204 0.303 -0.547
C -0.542 -0.769 -0.495 -0.213
H -1.208 0.585 1.787 0.080
H -0.022 1.600 -0.990 0.042
H 1.705 -0.303 -0.750 0.130
H 0.292 -2.213 -1.513 0.106
H -0.815 -1.577 0.201 0.144
H -1.444 -0.272 -0.852 0.127
H 0.438 1.427 2.051 0.082
H -0.336 1.619 0.229 0.070
```

***

The relative energies come out as run i 0.0000; run ii 0.1184, with values in hartree.